# C3H13N3O

A 2-piece molecular cluster, C3H13N3O overall (ωB97M-V with the def2-TZVPD basis set, the OMol25 dataset).

XYZ file:
```
20
Properties=species:S:1:pos:R:3
O -1.69 -1.75 -0.93
H -1.03 1.32 1.18
H -0.48 -0.11 2.97
C -0.19 -0.48 1.99
H -2.65 -1.65 -0.82
H 0.10 0.32 -2.80
H 0.95 -0.18 -0.32
H 1.01 2.22 -0.80
C 0.26 1.51 -1.19
H -0.67 2.08 -1.25
H -1.31 -0.84 -0.87
H 1.63 0.86 -2.46
N 0.11 0.38 -0.30
C -0.12 0.75 1.10
H 0.74 1.37 1.40
N 0.65 1.12 -2.53
H -0.94 -1.18 1.64
H 1.39 -1.38 2.98
H 1.07 -2.00 1.48
N 1.13 -1.16 2.04
```

As for the energy above the lowest of the compared OMol25 structures with the same formula, charge and spin: 75.3 kJ/mol. The value obtained for the LUMO energy is 0.997 eV.